Computed, not measured: a 6-piece molecular cluster, C33H69F3O12S2 overall at a distorted geometry, with wB97M-V/def2-TZVPD.

Calculated values
SMILES string: CCSC[C@@]1(CCCO)OC(=O)O[C@@]1(C[C@@H]1CO1)S(=O)(=O)C(F)(F)F.CCOCC.CCOCC.CCOCC.CCOCC.CCOCC
Electronic energy (a.u.): -3297.4597
M (g/mol): 779.03
LUMO level (eV): 0.35
HOMO level (eV): -8.796

```
! wB97M-V def2-TZVPD RIJCOSX def2/J DEFGRID3
* xyz 0 1
C -4.369 -3.189 -3.981
C -2.902 -2.982 -3.561
S -2.272 -1.495 -4.376
C -0.837 -0.991 -3.407
C -1.121 -0.258 -2.065
C -0.900 1.255 -2.192
C -1.543 1.925 -3.416
C -2.684 2.877 -3.058
O -3.613 2.324 -2.144
O -2.539 -0.429 -1.777
C -2.762 -0.695 -0.494
O -3.783 -0.644 0.079
O -1.604 -1.100 0.116
C -0.492 -0.844 -0.712
C 0.528 0.023 0.058
C 0.036 0.411 1.431
C 1.053 0.801 2.409
O 0.284 -0.497 2.452
S 0.266 -2.504 -0.955
O -0.735 -3.398 -1.462
O 1.525 -2.335 -1.628
C 0.693 -3.209 0.737
F 1.767 -2.617 1.252
F -0.325 -3.149 1.584
F 0.987 -4.486 0.476
H -4.504 -4.145 -4.487
H -5.023 -3.155 -3.110
H -4.708 -2.403 -4.660
H -2.283 -3.844 -3.803
H -2.838 -2.821 -2.489
H -0.345 -0.275 -4.069
H -0.144 -1.816 -3.299
H -1.325 1.702 -1.283
H 0.166 1.472 -2.173
H -1.903 1.208 -4.154
H -0.789 2.526 -3.932
H -2.301 3.789 -2.593
H -3.173 3.172 -3.994
H -4.151 1.672 -2.604
H 1.473 -0.507 0.175
H 0.732 0.945 -0.469
H -0.913 0.939 1.448
H 0.784 1.284 3.336
H 2.088 0.573 2.187
C 4.405 -6.312 -4.597
C 3.039 -6.893 -4.925
O 2.169 -6.984 -3.812
C 1.846 -5.753 -3.186
C 1.135 -4.762 -4.089
H 4.855 -6.848 -3.760
H 5.063 -6.401 -5.462
H 4.349 -5.255 -4.333
H 3.149 -7.918 -5.278
H 2.571 -6.322 -5.736
H 2.742 -5.293 -2.754
H 1.195 -6.025 -2.354
H 1.784 -4.384 -4.882
H 0.808 -3.912 -3.496
H 0.265 -5.223 -4.559
C -2.949 3.928 -8.582
C -1.927 3.721 -7.478
O -2.070 2.493 -6.783
C -1.899 1.325 -7.573
C -0.524 1.225 -8.215
H -3.959 3.782 -8.197
H -2.869 4.942 -8.975
H -2.799 3.239 -9.414
H -2.048 4.489 -6.713
H -0.911 3.823 -7.875
H -2.681 1.242 -8.336
H -2.032 0.491 -6.885
H -0.374 1.977 -8.991
H -0.403 0.245 -8.679
H 0.256 1.354 -7.463
C -3.790 -2.270 2.869
C -3.855 -1.090 3.821
O -5.153 -0.811 4.319
C -5.757 -1.851 5.063
C -4.994 -2.241 6.319
H -4.516 -2.152 2.066
H -2.794 -2.324 2.428
H -3.982 -3.219 3.374
H -3.557 -0.182 3.297
H -3.149 -1.230 4.649
H -5.921 -2.733 4.432
H -6.741 -1.466 5.334
H -4.044 -2.724 6.088
H -5.585 -2.942 6.909
H -4.788 -1.359 6.927
C 2.101 -0.831 7.270
C 3.269 -0.038 6.708
O 2.882 1.038 5.870
C 2.093 2.043 6.485
C 2.786 2.754 7.635
H 1.433 -1.145 6.467
H 2.470 -1.719 7.784
H 1.520 -0.252 7.989
H 3.879 -0.680 6.071
H 3.915 0.318 7.518
H 1.130 1.633 6.811
H 1.880 2.753 5.684
H 2.924 2.094 8.493
H 2.189 3.606 7.964
H 3.764 3.121 7.322
C 5.416 7.662 5.196
C 5.629 6.307 5.848
O 4.434 5.577 6.065
C 3.695 5.249 4.902
C 4.445 4.362 3.922
H 4.672 8.237 5.749
H 6.353 8.220 5.190
H 5.078 7.573 4.162
H 6.058 6.437 6.842
H 6.343 5.713 5.266
H 3.334 6.156 4.403
H 2.817 4.718 5.270
H 5.279 4.883 3.450
H 3.769 4.033 3.131
H 4.836 3.481 4.433
*
```

Atom charges from the Mulliken analysis, given in e for atoms 1 to 99: -1.232, 0.527, -0.275, -0.948, 1.320, -1.003, -0.307, -1.012, -0.501, -0.254, 0.424, -0.556, -0.132, 0.797, -2.121, 1.148, -1.315, -0.422, 0.966, -0.561, -0.690, 0.646, -0.199, -0.160, -0.188, 0.348, 0.307, 0.310, 0.239, -0.257, 0.536, 0.070, 0.462, 0.524, -0.222, 0.391, 0.373, 0.468, 0.316, 0.618, 0.516, 0.324, 0.289, 0.251, -1.048, -0.265, -0.473, -0.426, -0.379, 0.274, 0.398, 0.260, 0.349, 0.279, 0.300, 0.256, 0.320, -0.049, 0.272, -1.149, -0.363, -0.221, -0.015, -1.244, 0.309, 0.409, 0.263, 0.319, 0.337, 0.301, 0.049, 0.327, 0.420, 0.309, -0.464, -0.241, -0.471, -0.295, -1.049, 0.246, -0.154, 0.435, 0.179, 0.287, 0.283, 0.364, 0.258, 0.397, 0.279, -1.005, -0.342, -0.362, -0.128, -1.374, 0.202, 0.404, 0.269, 0.354, 0.319

***

Computed, not measured: a 7-piece molecular cluster, C33H73N7O7 overall at a distorted geometry, with wB97M-V/def2-TZVPD.

Calculated values
SMILES string: CC1(C)CCCC(C)(C)N1O.CC1(C)CCCC(C)(C)N1O.CN(C)C=O.CN(C)C=O.CN(C)C=O.CN(C)C=O.CN(C)C=O
Electronic energy (a.u.): -2210.9969
M (g/mol): 679.99
LUMO level (eV): 0.48
HOMO level (eV): -8.160

```
! wB97M-V def2-TZVPD RIJCOSX def2/J DEFGRID3
* xyz 0 1
C -0.304 0.996 -3.660
C -0.203 0.386 -5.085
C -0.034 1.545 -6.029
C 1.346 2.222 -6.045
C 2.312 1.075 -6.437
C 2.240 -0.183 -5.448
N 0.854 -0.599 -5.308
O 0.840 -1.564 -4.245
C 3.042 -1.298 -6.184
C 2.931 0.137 -4.130
C -1.526 -0.364 -5.218
H 0.560 1.487 -3.232
H -0.661 0.253 -2.942
H -1.036 1.857 -3.726
H -0.168 1.088 -7.051
H -0.857 2.231 -5.943
H 1.600 2.629 -5.039
H 1.450 3.055 -6.774
H 3.370 1.339 -6.380
H 2.059 0.840 -7.494
H 3.175 -2.201 -5.594
H 2.561 -1.525 -7.170
H 4.014 -0.943 -6.319
H 2.610 -0.391 -3.196
H 4.030 0.055 -4.151
H 2.697 1.184 -3.850
H -1.784 -0.977 -4.363
H -1.395 -0.996 -6.086
H -2.465 0.187 -5.375
H 0.633 -2.374 -4.665
C 3.213 4.315 -0.237
C 3.460 3.074 0.647
C 4.604 3.302 1.604
C 4.288 4.285 2.760
C 3.273 3.588 3.601
C 1.963 3.334 2.676
N 2.380 2.680 1.487
O 1.230 2.302 0.647
C 1.049 2.405 3.466
C 1.217 4.673 2.434
C 3.791 1.924 -0.334
H 3.083 5.265 0.280
H 2.279 4.184 -0.771
H 4.008 4.447 -0.995
H 4.995 2.330 1.989
H 5.438 3.804 1.030
H 3.912 5.202 2.297
H 5.162 4.541 3.389
H 3.070 4.090 4.545
H 3.647 2.537 3.830
H 1.580 1.440 3.469
H 0.932 2.796 4.481
H 0.013 2.248 3.182
H 0.705 4.956 3.345
H 1.922 5.467 2.071
H 0.440 4.438 1.635
H 4.106 1.031 0.244
H 4.497 2.202 -1.140
H 2.850 1.598 -0.799
H 1.213 1.356 0.813
C -2.897 -4.397 -1.979
O -2.429 -4.576 -3.088
N -2.713 -5.286 -0.996
C -2.994 -4.889 0.333
C -1.770 -6.389 -1.129
H -3.462 -3.490 -1.684
H -3.657 -4.046 0.369
H -2.051 -4.606 0.894
H -3.554 -5.620 0.895
H -2.205 -7.372 -0.776
H -1.486 -6.574 -2.193
H -0.892 -6.159 -0.500
C -0.790 -2.353 6.777
O -0.223 -3.115 7.478
N -0.320 -1.221 6.180
C -1.046 -0.510 5.160
C 0.987 -0.714 6.667
H -1.818 -2.586 6.347
H -1.439 0.386 5.508
H -1.836 -1.172 4.789
H -0.341 -0.343 4.360
H 1.685 -0.396 5.885
H 0.964 0.000 7.448
H 1.385 -1.601 7.113
C -5.092 -1.887 4.498
O -4.550 -1.722 5.574
N -5.083 -0.954 3.477
C -5.810 -1.122 2.250
C -4.394 0.246 3.748
H -5.777 -2.702 4.396
H -6.509 -0.224 2.152
H -6.538 -1.921 2.309
H -5.173 -1.167 1.352
H -3.605 0.394 3.019
H -5.022 1.126 3.783
H -3.929 0.212 4.685
C 0.881 -1.089 -0.251
O 0.871 -0.233 0.576
N 0.849 -2.412 -0.020
C 0.602 -2.931 1.362
C 1.052 -3.339 -1.061
H 1.072 -0.861 -1.367
H 0.259 -2.162 2.072
H 1.517 -3.372 1.679
H -0.195 -3.670 1.153
H 2.017 -3.757 -0.914
H 0.306 -4.150 -1.003
H 0.930 -2.883 -2.054
C -2.209 -0.403 0.925
O -2.701 -1.526 1.042
N -2.499 0.533 0.018
C -1.994 1.906 0.235
C -3.566 0.418 -0.902
H -1.395 -0.128 1.588
H -1.250 1.961 1.048
H -2.902 2.470 0.630
H -1.760 2.351 -0.696
H -3.519 1.168 -1.699
H -3.591 -0.529 -1.532
H -4.603 0.424 -0.435
*
```

Atom charges from the Mulliken analysis, given in e for atoms 1 to 99: -1.497, 2.379, -1.552, -0.422, -1.350, 1.752, -0.245, -0.084, -1.985, -1.136, -2.138, 0.245, 0.146, 0.472, 0.311, 0.495, 0.230, 0.373, 0.424, 0.352, 0.416, 0.406, 0.476, -0.078, 0.465, 0.173, 0.315, 0.509, 0.338, 0.277, -1.762, 1.509, -1.119, -0.589, -1.014, 1.531, 0.518, 0.019, -2.011, -1.642, -1.574, 0.309, 0.283, 0.480, 0.323, 0.354, 0.277, 0.367, 0.456, 0.316, 0.350, 0.581, 0.259, 0.501, 0.284, 0.189, 0.373, 0.467, 0.001, 0.354, 0.298, -0.634, 0.109, -0.670, -0.895, 0.233, 0.231, 0.052, 0.344, 0.266, 0.307, 0.310, 0.190, -0.547, 0.032, -0.224, -1.084, 0.228, 0.375, -0.045, 0.010, 0.287, 0.335, 0.418, 0.046, -0.567, 0.352, -0.874, -1.066, 0.401, 0.320, 0.398, 0.100, 0.249, 0.358, 0.334, 0.566, -0.957, 0.328

***

Computed, not measured: a 3-piece molecular cluster, C33H73N9O7P2 overall at a distorted geometry, with wB97M-V/def2-TZVPD.

Calculated values
SMILES string: CCOC(=O)CCC[C@@](C#N)(COC)[C@@](C#N)(CC(C)C)OCCNC[C@H](C)O.CN(C)P(=O)(N(C)C)N(C)C.CN(C)P(=O)(N(C)C)N(C)C
Electronic energy (a.u.): -3003.3073
M (g/mol): 769.95
LUMO level (eV): 0.61
HOMO level (eV): -8.040

```
! wB97M-V def2-TZVPD RIJCOSX def2/J DEFGRID3
* xyz 0 1
C 5.046 -2.272 -1.751
C 5.722 -1.089 -2.444
O 5.869 -0.009 -1.514
C 6.467 1.091 -2.062
O 7.613 1.335 -1.847
C 5.558 1.933 -2.922
C 4.986 3.129 -2.140
C 3.588 3.540 -2.659
C 2.499 3.440 -1.581
C 2.557 2.064 -1.046
N 2.585 0.965 -0.707
C 2.756 4.453 -0.443
O 3.524 5.548 -0.898
C 4.287 6.118 0.152
C 1.062 3.593 -2.197
C 0.096 3.375 -1.092
N -0.672 3.360 -0.242
C 0.860 5.013 -2.778
C 1.250 5.191 -4.260
C 0.021 5.195 -5.207
C 1.939 6.562 -4.408
O 0.979 2.590 -3.177
C -0.330 2.255 -3.647
C -0.748 0.872 -3.124
N -2.184 0.741 -2.879
C -2.583 0.751 -1.460
C -3.682 1.781 -1.147
C -3.677 3.020 -2.024
O -3.665 2.102 0.241
H 4.218 -2.615 -2.368
H 4.601 -1.924 -0.823
H 5.758 -3.077 -1.594
H 6.705 -1.349 -2.846
H 5.109 -0.795 -3.303
H 6.109 2.288 -3.791
H 4.728 1.308 -3.248
H 5.624 4.004 -2.257
H 4.966 2.916 -1.070
H 3.321 2.913 -3.508
H 3.642 4.554 -3.045
H 1.831 4.815 0.018
H 3.312 3.938 0.346
H 3.745 6.110 1.101
H 4.512 7.152 -0.096
H 5.207 5.540 0.280
H -0.186 5.299 -2.659
H 1.425 5.733 -2.187
H 1.961 4.446 -4.604
H -0.903 5.260 -4.635
H 0.094 6.003 -5.931
H -0.007 4.259 -5.766
H 2.623 6.780 -3.586
H 1.199 7.365 -4.426
H 2.489 6.630 -5.347
H -1.075 3.028 -3.453
H -0.232 2.185 -4.731
H -0.424 0.131 -3.856
H -0.145 0.668 -2.231
H -2.442 -0.161 -3.248
H -3.015 -0.232 -1.250
H -1.738 0.871 -0.781
H -4.641 1.282 -1.333
H -4.456 3.687 -1.642
H -3.952 2.786 -3.048
H -2.728 3.555 -1.976
H -3.525 3.047 0.335
O 2.724 -3.688 0.214
P 2.611 -5.030 0.830
N 1.668 -5.929 -0.251
C 0.867 -7.079 0.107
C 2.073 -5.941 -1.646
N 1.682 -4.724 2.245
C 0.226 -4.739 2.188
C 2.165 -3.579 3.004
N 3.563 -6.201 1.553
C 4.745 -6.622 0.807
C 3.215 -7.102 2.626
H 1.401 -8.031 -0.025
H -0.024 -7.106 -0.527
H 0.517 -7.030 1.136
H 2.850 -6.692 -1.845
H 2.463 -4.965 -1.934
H 1.215 -6.153 -2.289
H -0.150 -5.126 1.244
H -0.197 -3.736 2.303
H -0.182 -5.364 2.993
H 1.852 -2.630 2.557
H 3.256 -3.576 3.044
H 1.795 -3.629 4.031
H 4.547 -7.509 0.192
H 5.570 -6.852 1.485
H 5.088 -5.823 0.146
H 2.902 -8.079 2.235
H 2.428 -6.703 3.256
H 4.086 -7.270 3.269
O -6.763 -2.414 2.916
P -6.073 -1.404 3.753
N -7.320 -0.579 4.550
C -7.223 0.772 5.057
C -8.310 -1.373 5.254
N -5.366 -0.352 2.595
C -6.126 0.771 2.056
C -4.656 -1.057 1.539
N -4.798 -1.272 4.832
C -4.783 -2.225 5.936
C -3.908 -0.152 5.032
H -6.919 0.811 6.114
H -8.201 1.256 4.974
H -6.524 1.376 4.483
H -7.976 -1.651 6.264
H -8.522 -2.289 4.703
H -9.249 -0.821 5.342
H -7.061 0.937 2.587
H -6.393 0.623 1.004
H -5.533 1.688 2.116
H -5.343 -1.467 0.788
H -4.086 -1.893 1.950
H -3.953 -0.378 1.054
H -5.265 -1.819 6.835
H -3.760 -2.506 6.193
H -5.307 -3.143 5.660
H -4.242 0.469 5.873
H -3.822 0.465 4.145
H -2.902 -0.514 5.269
*
```

Atom charges from the Mulliken analysis, given in e for atoms 1 to 99: -0.987, -0.219, -0.232, 0.088, -0.585, -0.171, -1.226, -1.679, 1.981, -0.558, -0.691, -1.630, -0.249, -0.860, 2.398, -0.535, -0.584, -2.196, 1.248, -1.483, -1.916, -0.332, -0.470, -0.985, -0.273, -0.610, 0.505, -1.824, -0.500, 0.218, 0.318, 0.333, 0.293, 0.274, 0.374, 0.253, 0.344, 0.613, 0.979, 0.275, 0.477, 0.937, 0.352, 0.232, 0.303, 0.733, 0.533, 0.330, 0.246, 0.441, 0.295, 0.369, 0.515, 0.378, 0.151, 0.412, 0.470, 0.417, 0.329, 0.317, 0.215, 0.288, 0.536, 0.419, 0.358, 0.297, -0.784, 0.591, 0.240, -1.164, -0.883, 0.280, -1.263, -1.163, 0.346, -0.878, -0.971, 0.308, 0.351, 0.386, 0.315, 0.120, 0.333, 0.481, 0.330, 0.221, 0.322, 0.322, 0.377, 0.286, 0.347, 0.190, 0.310, 0.274, 0.385, -0.848, 0.597, 0.126, -1.125

***

Computed, not measured: C33H74As2Ge2MgN2SSi3 as an isolated structure, with wB97M-V/def2-TZVPD.

Calculated values
ΔE to the lowest compared entry with this formula, charge and spin (eV): 0.126
Electronic energy (a.u.): -11503.1117
M (g/mol): 934.66
LUMO level (eV): -4.78
HOMO level (eV): -12.499

```
! wB97M-V def2-TZVPD RIJCOSX def2/J DEFGRID3
* xyz 2 1
Mg -0.344 0.692 0.014
C 1.373 -2.530 2.875
C 1.080 -1.056 3.142
Ge -0.777 -0.544 2.720
C -1.219 1.257 3.391
C -2.723 1.413 3.595
C -1.890 -1.841 3.634
C -2.489 -2.695 2.791
Ge -2.114 -2.013 0.985
C -1.025 -3.186 -0.148
C -1.646 -4.544 -0.481
C -3.674 -1.090 0.217
C -4.862 -2.003 -0.097
C -3.279 -3.886 3.155
C -3.978 -4.594 2.180
C -4.732 -5.713 2.503
C -4.794 -6.144 3.818
C -4.096 -5.454 4.802
C -3.345 -4.339 4.475
H 2.259 -2.865 3.416
H 1.547 -2.717 1.815
H 0.546 -3.169 3.192
H 1.800 -0.400 2.651
H 1.158 -0.845 4.214
H -0.803 2.052 2.770
H -0.695 1.322 4.350
H -3.269 1.369 2.649
H -2.972 2.357 4.082
H -3.116 0.611 4.220
H -1.943 -1.927 4.719
H -0.078 -3.324 0.380
H -0.814 -2.623 -1.055
H -1.821 -5.140 0.413
H -0.979 -5.117 -1.128
H -2.599 -4.440 -1.004
H -3.371 -0.546 -0.680
H -3.961 -0.350 0.969
H -4.602 -2.774 -0.824
H -5.684 -1.422 -0.519
H -5.236 -2.495 0.800
H -3.938 -4.269 1.147
H -5.269 -6.245 1.729
H -5.378 -7.016 4.078
H -4.135 -5.791 5.830
H -2.801 -3.824 5.256
C 0.662 -2.247 -3.259
N 0.188 -1.237 -4.196
C 0.129 -1.713 -5.584
C -0.456 -0.139 -3.788
S -1.206 -0.090 -2.217
N -0.611 0.883 -4.636
C -1.657 1.892 -4.507
C 0.289 1.142 -5.760
H 1.529 -2.737 -3.701
H -0.109 -2.996 -3.073
H 0.955 -1.794 -2.316
H -0.156 -2.764 -5.559
H 1.091 -1.627 -6.088
H -0.629 -1.171 -6.141
H -2.399 1.582 -3.780
H -2.136 2.013 -5.480
H -1.221 2.848 -4.214
H 1.190 0.547 -5.674
H 0.561 2.197 -5.728
H -0.193 0.943 -6.717
C 3.409 -1.984 -0.720
Si 4.028 -0.499 0.228
C 4.379 -0.877 2.017
C 5.584 0.178 -0.542
As 2.329 1.181 0.032
Si 2.933 2.871 1.598
C 2.287 2.382 3.275
C 2.101 4.436 0.991
C 4.785 3.050 1.692
Si 2.821 2.188 -2.064
C 3.038 0.817 -3.321
C 4.321 3.293 -2.026
C 1.345 3.239 -2.518
H 4.029 -2.855 -0.495
H 3.460 -1.812 -1.797
H 2.379 -2.233 -0.458
H 5.378 -1.320 2.056
H 3.682 -1.593 2.447
H 4.399 0.013 2.649
H 6.373 -0.570 -0.420
H 5.920 1.089 -0.046
H 5.491 0.375 -1.608
H 1.204 2.268 3.295
H 2.548 3.172 3.986
H 2.733 1.456 3.641
H 1.048 4.260 0.749
H 2.593 4.840 0.104
H 2.145 5.203 1.768
H 5.233 2.223 2.247
H 5.012 3.968 2.241
H 5.277 3.116 0.723
H 4.024 0.361 -3.232
H 2.968 1.228 -4.331
H 2.291 0.030 -3.214
H 5.259 2.738 -2.009
H 4.323 4.003 -1.199
H 4.307 3.885 -2.947
H 0.404 2.691 -2.428
H 1.447 3.581 -3.552
H 1.300 4.129 -1.888
C -2.081 4.253 1.584
As -1.978 2.920 0.171
C -3.852 2.494 -0.127
C -1.743 4.151 -1.318
H -2.961 4.866 1.393
H -1.194 4.885 1.537
H -2.157 3.810 2.569
H -4.394 3.426 -0.280
H -4.273 1.968 0.726
H -3.946 1.867 -1.013
H -2.395 5.009 -1.153
H -2.031 3.659 -2.244
H -0.716 4.492 -1.392
*
```

Atom charges from the Mulliken analysis, given in e for atoms 1 to 99: 1.130, -1.534, 0.704, -0.026, 0.334, -1.783, -0.576, 0.151, -0.156, 1.521, -1.599, 0.807, -1.486, 0.599, 0.439, -1.401, -0.506, -0.819, -0.585, 0.512, 0.161, 0.394, -0.898, 0.641, -0.331, 0.762, 0.327, 0.467, 0.411, 0.474, 0.216, -1.195, 0.476, 0.444, 0.314, -0.120, -0.012, 0.336, 0.402, 0.340, 0.682, 0.405, 0.420, 0.414, 0.362, -1.307, 0.433, -1.307, -0.097, -0.425, 0.309, -1.168, -1.312, 0.517, 0.628, -0.024, 0.424, 0.382, 0.407, 0.336, 0.442, 0.367, 0.386, 0.398, 0.394, -0.572, 0.209, -0.782, -1.050, -0.120, 0.047, -0.552, -0.741, -1.049, -0.538, -0.439, -0.990, -0.250, 0.560, 0.271, -0.195, 0.577, 0.026, 0.216, 0.451, 0.286, 0.250, -0.135, 0.484, 0.280, -0.110, 0.307, 0.489, 0.303, 0.429, 0.303, 0.426, 0.346, -0.162

***

Which of these has the highest HOMO level?
C33H73N9O7P2